{
  "formula": "C28H25INO12",
  "method": "ωB97M-V/def2-TZVPD",
  "e_above_lowest_kj_mol": 454.8,
  "total_charge": -1,
  "homo_lumo_gap_ev": 2.51,
  "elements": ["C", "C", "H", "O", "O", "C", "H", "H", "C", "C", "C", "O", "H", "H", "H", "H", "I", "O", "C", "H", "C", "C", "H", "C", "C", "O", "H", "H", "C", "C", "C", "H", "H", "H", "C", "C", "H", "C", "O", "H", "C", "C", "C", "H", "C", "C", "C", "C", "O", "C", "H", "N", "H", "H", "C", "H", "H", "O", "H", "O", "O", "O", "H", "C", "C", "O", "H"],
  "positions_angstrom": [[7.635, -4.199, 5.630], [-6.253, 6.697, -0.547], [6.723, -1.490, 0.732], [6.184, -3.121, 2.304], [7.893, -4.964, 3.407], [-7.020, 4.721, 1.397], [-2.293, -0.501, -3.207], [0.642, -1.962, -3.797], [6.059, -2.332, 5.937], [6.415, -3.153, 3.667], [-3.321, 0.219, -0.582], [7.281, -3.351, 7.810], [-4.872, 4.141, -1.714], [6.723, -2.636, 8.186], [-8.237, 0.362, -2.364], [7.431, -2.789, -3.519], [-2.124, -1.541, 0.094], [4.229, -0.679, 0.999], [-6.023, 0.379, -1.520], [-0.931, -2.139, -2.708], [4.825, -1.166, -0.150], [-5.833, 5.444, -0.726], [-5.996, 7.493, -1.235], [-1.717, 0.444, -2.831], [-6.200, 4.361, 0.229], [7.900, -2.429, -1.414], [3.302, -0.476, 0.746], [0.451, 0.545, -1.861], [-5.964, -2.146, -3.113], [-2.299, 1.141, -1.473], [-7.093, 7.052, 0.607], [5.113, -1.546, 4.127], [-5.905, -3.175, -3.720], [-8.380, 7.283, 2.577], [-7.437, 5.976, 1.577], [0.122, -1.591, -2.816], [8.340, -4.937, 5.990], [5.807, -2.294, 4.488], [-5.042, 5.103, -1.807], [-7.264, 3.929, 2.093], [7.363, -4.177, 4.184], [3.988, -1.252, -1.379], [-7.212, -0.254, -2.388], [-3.670, -2.432, -2.399], [6.731, -2.059, -1.382], [-4.579, -0.371, -1.461], [7.029, -3.338, 6.451], [-0.111, 0.064, -2.783], [2.810, -0.914, -1.339], [5.903, -2.119, -2.617], [-1.823, 1.258, -3.699], [-7.290, -1.478, -3.233], [6.738, -3.840, 1.929], [-1.385, 1.512, -0.800], [4.622, -1.743, -2.612], [0.764, -1.970, -1.901], [4.008, -1.784, -3.502], [-8.205, 6.321, 2.674], [-2.903, 2.105, -1.797], [-7.506, 8.192, 0.790], [6.506, -2.579, -3.773], [5.505, -1.566, 6.718], [0.370, 0.449, -3.805], [-4.625, -1.744, -2.330], [6.104, -1.545, -0.155], [-5.815, 3.215, 0.029], [-6.190, 1.377, -0.916]],
  "lowdin_charge": [0.07, 0.07, 0.12, 0.06, 0.11, 0.08, 0.08, 0.06, -0.30, -0.20, -0.64, 0.08, 0.11, 0.12, 0.08, 0.11, 0.56, 0.08, -0.04, 0.03, -0.20, -0.20, 0.13, -0.25, -0.29, 0.09, 0.12, 0.09, -0.17, -0.35, -0.31, 0.14, 0.08, 0.11, -0.21, -0.20, 0.14, 0.09, 0.09, 0.14, -0.30, -0.29, -0.18, 0.05, -0.31, -0.25, -0.21, -0.26, 0.11, -0.21, 0.10, -0.06, 0.12, 0.09, 0.09, 0.04, 0.14, 0.07, 0.08, 0.09, 0.07, 0.11, 0.09, -0.09, 0.06, 0.10, 0.06]
}

---

{
  "formula": "C28H25N4NiSb",
  "method": "ωB97M-V/def2-TZVPD",
  "multiplicity": 3,
  "total_charge": 0,
  "homo_lumo_gap_ev": [4.88, 6.87],
  "elements": ["H", "C", "C", "C", "C", "C", "H", "C", "H", "C", "H", "H", "H", "C", "C", "H", "H", "N", "C", "H", "H", "H", "Sb", "H", "H", "H", "H", "Ni", "C", "C", "H", "H", "C", "C", "C", "C", "H", "C", "C", "H", "C", "C", "H", "H", "C", "H", "C", "N", "H", "C", "C", "C", "N", "H", "C", "C", "N", "C", "H"],
  "positions_angstrom": [[2.361, 3.148, 2.675], [2.068, -2.054, 1.648], [-1.388, 1.866, 1.903], [-1.445, 5.436, 2.857], [3.406, -2.601, -0.439], [0.760, 3.485, -1.831], [3.996, -3.307, 0.132], [2.292, 2.337, 1.952], [1.689, 1.533, 2.374], [-1.230, -0.451, -2.224], [-0.423, 4.058, 5.809], [-0.481, 2.019, 4.440], [-3.386, -0.150, 0.363], [-1.083, 5.365, 4.223], [-3.243, -2.176, -1.614], [3.296, 1.945, 1.762], [-3.015, -0.714, 1.990], [-1.179, -1.136, -1.069], [-1.482, 4.313, 2.081], [-4.226, -1.495, -3.382], [-1.764, 4.382, 1.037], [-3.774, 0.860, 1.761], [0.587, 0.575, -2.840], [2.869, -2.567, 2.180], [4.429, -2.955, -2.285], [-1.697, 6.400, 2.432], [1.886, -1.082, 2.106], [0.003, 0.152, 0.099], [-0.754, 2.975, 4.007], [-1.079, 6.548, 5.040], [-1.513, -2.183, 1.248], [1.114, 5.528, -1.246], [-3.351, -1.411, -2.749], [1.871, -0.804, -1.792], [0.825, 2.170, -1.399], [3.643, -2.404, -1.782], [3.019, -1.312, -3.538], [-2.312, -0.551, -3.087], [-1.931, -2.821, 0.470], [-2.339, 0.024, -4.003], [1.656, 4.139, 0.286], [1.162, 4.487, -0.951], [-1.216, -3.627, 0.277], [0.418, 3.721, -2.830], [-2.132, -2.016, -0.781], [2.007, 4.893, 0.980], [-0.724, 4.109, 4.770], [1.654, -0.998, -0.477], [-2.864, -3.265, 0.821], [2.395, -1.881, 0.195], [2.862, -1.490, -2.481], [-3.033, 0.170, 1.346], [-1.076, 7.499, 5.695], [-4.009, -2.896, -1.352], [1.686, 2.797, 0.662], [-1.658, 0.801, 1.266], [1.240, 1.841, -0.157], [-1.174, 3.011, 2.624], [1.149, -2.636, 1.758]],
  "lowdin_charge": [0.08, -0.02, -0.04, -0.06, -0.02, -0.12, 0.11, -0.02, 0.06, -0.42, 0.11, 0.11, 0.05, -0.25, -0.03, 0.09, 0.06, 0.02, -0.05, 0.11, 0.11, 0.07, 1.51, 0.08, 0.11, 0.11, 0.07, 0.25, -0.05, -0.22, 0.06, 0.11, -0.06, -0.42, -0.44, -0.06, 0.09, -0.11, -0.03, 0.09, -0.02, -0.06, 0.09, 0.09, -0.33, 0.12, -0.06, 0.03, 0.08, -0.30, -0.12, -0.12, 0.12, 0.12, -0.31, -0.20, 0.03, -0.25, 0.08]
}

---

{
  "formula": "C28H25N5OS3Tc",
  "method": "ωB97M-V/def2-TZVPD",
  "e_above_lowest_kj_mol": 15.2,
  "multiplicity": 2,
  "total_charge": 0,
  "homo_lumo_gap_ev": [6.05, 6.13],
  "elements": ["C", "H", "H", "C", "H", "H", "H", "H", "H", "C", "H", "C", "C", "O", "C", "H", "C", "S", "C", "C", "H", "N", "H", "C", "C", "S", "C", "C", "S", "C", "C", "H", "C", "C", "H", "H", "C", "N", "C", "C", "N", "C", "H", "C", "H", "H", "H", "N", "C", "H", "Tc", "H", "C", "H", "C", "H", "C", "N", "H", "H", "H", "C", "C"],
  "positions_angstrom": [[2.174, -3.744, 0.857], [-2.939, 1.833, -4.840], [-1.473, -1.193, 0.995], [2.109, 0.979, -1.049], [-1.223, 4.149, 2.023], [-5.498, -1.015, -0.377], [0.192, -0.677, 4.416], [-1.380, 4.506, 0.325], [3.366, -0.749, -2.755], [-5.000, 0.350, -2.619], [2.148, 1.834, -0.373], [1.585, -2.769, 0.056], [3.731, -0.816, -1.740], [-0.016, -2.602, -4.329], [4.677, -0.980, 0.877], [-5.342, 1.314, -4.481], [-2.315, 0.956, -3.013], [-0.349, 2.298, -0.885], [-0.582, 2.671, 0.780], [-3.528, -1.184, 0.417], [1.775, -2.170, 3.820], [0.218, 0.710, 1.496], [5.089, -2.412, -2.177], [-0.188, -2.307, -3.036], [-4.450, -0.779, -0.500], [0.588, -0.772, -2.765], [4.697, -1.751, -1.418], [0.607, 0.167, 3.864], [-0.967, -3.280, -1.967], [-0.628, -3.759, -4.885], [-2.169, -0.844, 0.241], [-6.038, 0.098, -2.459], [-1.744, -0.137, -0.856], [1.150, -1.424, 1.909], [2.695, -4.263, 2.863], [2.578, -4.634, 0.399], [-4.050, -0.046, -1.647], [6.828, -3.691, 0.557], [-3.249, 1.319, -3.942], [3.205, 0.027, -0.761], [1.083, -1.657, 0.577], [2.234, -3.532, 2.218], [0.017, 1.056, 4.065], [5.153, -1.848, -0.106], [1.501, -2.854, -1.021], [1.620, 0.335, 4.234], [5.057, -1.046, 1.886], [-1.105, 3.882, 1.062], [-2.693, 0.275, -1.832], [-0.707, -3.546, -5.949], [0.251, 0.028, -0.528], [-1.267, 1.167, -3.182], [6.096, -2.863, 0.250], [2.113, 1.334, -2.077], [3.721, -0.048, 0.540], [0.010, -4.629, -4.711], [0.628, -0.115, 2.400], [-0.286, 1.929, 1.843], [3.343, 0.630, 1.292], [-1.608, -3.932, -4.438], [-3.821, -1.752, 1.288], [1.719, -2.359, 2.762], [-4.610, 1.022, -3.741]],
  "lowdin_charge": [-0.02, 0.10, 0.08, -0.34, 0.10, 0.11, 0.09, 0.09, 0.09, -0.04, 0.03, -0.13, -0.06, -0.25, -0.03, 0.10, -0.09, 0.76, -0.78, -0.07, 0.11, -0.11, 0.12, -1.21, -0.03, 0.69, -0.02, -0.02, 0.68, -0.11, -0.14, 0.11, -0.34, -0.22, 0.12, 0.12, -0.17, 0.15, -0.07, -0.31, -0.01, -0.03, 0.07, -0.25, 0.06, 0.09, 0.12, 0.08, -0.21, 0.09, 1.02, 0.04, -0.20, 0.04, -0.05, 0.09, -0.27, 0.02, 0.11, 0.05, 0.10, 0.00, -0.08]
}

---

{
  "formula": "C28H25N7O2RuS8",
  "method": "ωB97M-V/def2-TZVPD",
  "e_above_lowest_kj_mol": 0.0,
  "multiplicity": 2,
  "total_charge": 1,
  "homo_lumo_gap_ev": [6.89, 5.89],
  "elements": ["C", "C", "H", "S", "C", "H", "C", "N", "C", "C", "S", "C", "H", "H", "H", "H", "C", "S", "S", "C", "C", "C", "C", "H", "N", "C", "N", "H", "C", "H", "H", "O", "H", "Ru", "N", "S", "C", "H", "H", "C", "S", "C", "H", "N", "H", "S", "H", "C", "C", "C", "C", "H", "N", "N", "C", "C", "H", "S", "H", "C", "H", "H", "H", "H", "C", "H", "C", "C", "C", "O", "H"],
  "positions_angstrom": [[-0.472, -1.941, -3.355], [0.964, 4.888, -2.083], [0.789, -2.948, -1.022], [-5.593, 1.661, 2.956], [1.892, 1.517, 1.514], [-0.595, 4.890, -3.580], [0.088, -1.706, -4.617], [-1.584, -2.386, 3.386], [-0.999, -4.193, -4.070], [-0.741, -1.454, 2.900], [-4.215, 1.284, 5.584], [0.401, -0.932, 3.694], [3.606, 2.625, 2.326], [-3.339, -3.362, 2.607], [-2.779, -1.740, 0.460], [-0.435, -4.711, -6.057], [1.826, -2.767, -0.788], [-2.500, 1.273, -0.039], [0.148, 3.774, -0.907], [3.580, -1.404, 0.186], [0.196, 2.399, -1.985], [2.236, -1.599, -0.145], [4.569, -2.332, -0.123], [5.607, -2.170, 0.132], [3.635, -0.179, 0.837], [-4.790, 1.574, 1.408], [1.515, -0.493, 0.292], [-5.978, 3.751, -1.306], [0.108, -2.684, -5.585], [0.545, -2.483, -6.554], [2.042, 4.747, -2.026], [-0.948, -1.137, -1.155], [0.716, 5.907, -1.788], [-0.476, 0.270, 0.201], [-1.126, -1.107, 1.685], [-5.786, 1.782, -0.026], [-0.442, -3.934, -5.303], [0.509, -0.729, -4.812], [4.455, 0.255, 1.223], [2.802, -3.689, -1.097], [1.420, 3.620, 2.809], [0.432, 4.549, -3.460], [-4.323, 3.592, -0.682], [0.081, 0.275, -2.646], [0.929, -0.168, 3.136], [-2.765, 1.160, 3.016], [1.101, -1.731, 3.939], [-5.378, 3.499, -0.433], [4.153, -3.474, -0.775], [-2.551, -2.649, 2.446], [-0.445, -0.868, -2.343], [4.884, -4.225, -1.041], [0.512, 1.647, 1.505], [0.024, 1.190, -1.585], [-3.459, 1.336, 1.423], [0.142, 2.716, 2.153], [0.044, -0.489, 4.626], [0.495, 2.748, -3.671], [-5.644, 4.161, 0.387], [-2.257, -1.854, 1.393], [2.521, -4.604, -1.600], [-1.520, -2.797, 4.302], [-0.888, 3.020, 2.251], [-1.434, -5.155, -3.835], [-1.022, -3.205, -3.086], [-1.549, -2.755, -1.327], [2.378, 0.310, 0.871], [2.546, 2.504, 2.174], [-4.208, 1.400, 3.956], [-1.575, -3.545, -1.898], [1.048, 4.992, -4.242]],
  "lowdin_charge": [-0.09, -0.50, 0.10, 0.94, -0.32, 0.08, -0.02, 0.12, -0.01, -0.39, 0.57, 0.02, 0.09, 0.13, 0.10, 0.11, 0.02, 0.67, 0.93, -0.17, -0.90, -0.17, -0.01, 0.12, 0.20, -1.01, 0.07, 0.04, -0.08, 0.10, 0.08, -0.25, 0.08, 1.06, -0.06, 0.82, -0.07, 0.11, 0.17, -0.05, 1.11, -0.51, 0.02, 0.04, 0.05, 0.89, 0.10, -0.37, -0.06, -0.05, -0.41, 0.11, -0.12, -0.24, -1.02, -0.50, 0.10, 0.98, 0.04, -0.14, 0.11, 0.17, 0.06, 0.12, -0.26, 0.05, -0.26, -0.30, -1.49, 0.06, 0.08]
}